# 1
# C4H12N2

An isolated ion of composition C4H12N2 and charge +2 at a distorted geometry (the ωB97M-V functional and the def2-TZVPD basis, the OMol25 dataset).

SMILES string: [NH3+]/C=C/CC[NH3+]
Net charge: +2
Gap between HOMO and LUMO, eV: 12.14
Energy, eV: -7305.487

Geometry as XYZ:
```
18
Properties=species:S:1:pos:R:3:forces:R:3:mulliken_charge:R:1
N 1.991869 -2.398316 0.261198 -0.709 0.232 0.652 -0.285
C 1.378239 -1.084797 -0.095287 1.118 0.271 -0.119 -0.224
C 0.452049 -0.502622 0.631323 -1.044 -0.749 0.145 -0.305
C -0.109154 0.858127 0.342045 -1.127 -0.607 0.139 -0.799
C -1.556694 0.795270 -0.219357 1.403 1.396 -1.209 -0.503
N -1.905421 2.199687 -0.755530 -0.670 -0.017 -0.560 -0.360
H 2.988651 -2.312606 0.060744 0.155 -0.496 -0.041 0.395
H 1.886845 -2.599389 1.266251 0.151 0.138 -0.149 0.391
H 1.577469 -3.212394 -0.210785 0.254 0.200 -0.348 0.372
H 1.971765 -0.600516 -0.863772 -0.322 -0.021 -0.123 0.318
H -0.036510 -1.103058 1.401299 0.126 0.267 0.142 0.338
H 0.579225 1.355931 -0.341608 -0.232 0.458 0.220 0.461
H -0.347178 1.363449 1.272790 1.227 0.461 0.342 0.384
H -1.562000 0.260015 -1.158378 -0.549 -0.895 0.234 0.358
H -2.302968 0.563697 0.531804 -0.057 -0.408 -0.202 0.364
H -1.736669 3.024032 -0.172296 -0.046 -0.255 0.414 0.355
H -1.454442 2.404686 -1.651241 0.431 -0.182 0.097 0.364
H -2.895425 2.188927 -1.026349 -0.108 0.207 0.367 0.377
```
Forces are in eV/Å.


# 2
# C3H10N2

One molecule with the formula C3H10N2 at a distorted geometry (the ωB97M-V functional and the def2-TZVPD basis, the OMol25 dataset).

SMILES string: C[C@H](N)CN
Gap between HOMO and LUMO, eV: 10.27
Energy, eV: -6252.835

Geometry as XYZ:
```
15
Properties=species:S:1:pos:R:3:forces:R:3:mulliken_charge:R:1
C -0.484643 1.667776 -0.124446 1.136 0.052 -0.311 -1.511
C 0.222850 0.325181 0.124077 -0.319 -0.292 0.320 0.905
N 1.590828 0.301773 -0.404736 -0.682 0.711 -0.149 -0.800
C -0.573361 -0.884685 -0.365086 1.050 0.873 -2.436 -0.824
N -0.256621 -2.060351 0.392023 -0.817 -0.624 1.858 -0.553
H -1.548006 1.511755 -0.235665 -0.282 0.261 0.331 0.348
H -0.207575 2.333761 0.691075 -0.543 0.116 0.208 0.342
H -0.124731 2.206231 -1.005986 -0.001 -0.452 -0.251 0.368
H 0.251311 0.223637 1.223180 -0.095 -0.041 0.030 0.121
H 2.046763 -0.581484 -0.224727 0.092 0.049 0.238 0.238
H 2.070931 1.074226 0.043033 0.503 -0.325 -0.113 0.231
H -0.193469 -1.117730 -1.371200 0.027 0.354 -0.108 0.315
H -1.595642 -0.586469 -0.614219 -0.425 -0.400 1.012 0.332
H -1.083277 -2.641847 0.509018 0.125 -0.249 -0.466 0.234
H -0.115359 -1.771774 1.363659 0.231 -0.032 -0.163 0.254
```
Forces are in eV/Å.